No. 1
A structure of composition BeH16O8, computed with ωB97M-V with the def2-TZVPD basis set.

The value obtained for the gap between HOMO and LUMO (alpha / beta) is 0.2267 / 0.4059 Eh. The calculation puts the highest occupied orbital energy (alpha / beta) at -8.692 / -14.429 eV. The calculation puts the LUMO energy (alpha / beta) at -0.0927 / -0.1243 Eh.

```
! RIJCOSX wB97M-V def2-TZVPD def2/J DEFGRID3
* xyz 1 2
Be -16.60 -5.95 -31.58
O -14.82 -4.13 -31.10
H -14.42 -3.55 -31.75
H -14.33 -3.96 -30.30
O -16.54 -5.35 -29.06
H -15.80 -4.93 -28.62
H -17.30 -4.82 -28.80
O -17.34 -5.62 -33.92
H -17.95 -4.88 -33.82
H -17.25 -5.72 -34.87
O -17.19 -8.40 -32.05
H -16.99 -9.34 -32.03
H -17.67 -8.27 -32.87
O -14.85 -6.94 -33.30
H -15.03 -7.76 -33.78
H -14.11 -6.55 -33.76
O -17.91 -3.71 -31.33
H -18.37 -3.31 -30.59
H -18.20 -3.22 -32.09
O -14.75 -7.22 -30.38
H -14.45 -7.59 -29.55
H -13.95 -6.92 -30.81
O -19.10 -6.44 -31.18
H -19.65 -7.08 -31.63
H -19.72 -5.77 -30.88
*
```

Atom charges from the natural (NBO) analysis, given in e for atoms 1 to 8:
1 Be 0.930
2 O -0.954
3 H 0.485
4 H 0.478
5 O -0.939
6 H 0.477
7 H 0.475
8 O -0.963

---

No. 2
The ion C3H8NOS with charge -1 at a distorted geometry, computed with ωB97M-V with the def2-TZVPD basis set.

The value obtained for the gap between HOMO and LUMO is 0.2107 Eh. As for the SMILES: [O-]CNCCS. The calculation puts the highest occupied orbital energy at -2.523 eV. The calculation puts the LUMO energy at 0.1180 Eh.

```
! RIJCOSX wB97M-V def2-TZVPD def2/J DEFGRID3
* xyz -1 1
O -0.07 2.05 0.82
C -0.86 1.60 -0.14
N -1.42 0.25 0.04
C -0.51 -0.90 -0.11
C 0.95 -0.53 0.12
S 1.97 -2.04 0.42
H -0.38 1.54 -1.17
H -1.75 2.25 -0.34
H -1.97 0.18 0.89
H -0.62 -1.26 -1.14
H -0.82 -1.67 0.60
H 1.03 0.15 0.96
H 1.36 -0.04 -0.76
H 3.08 -1.58 -0.18
*
```

Atom charges from the natural (NBO) analysis, given in e for atoms 1 to 8:
1 O -0.952
2 C 0.128
3 N -0.692
4 C -0.225
5 C -0.512
6 S -0.136
7 H 0.047
8 H 0.074

---

No. 3
A cluster of 2 separate species, C2Cl2F3NO in total at a distorted geometry, computed with ωB97M-V with the def2-TZVPD basis set.

The value obtained for the gap between HOMO and LUMO is 0.3275 Eh. As for the SMILES: FC(F)=C(F)Cl.O=NCl. The calculation puts the highest occupied orbital energy at -9.872 eV. The calculation puts the LUMO energy at -0.0353 Eh.

```
! RIJCOSX wB97M-V def2-TZVPD def2/J DEFGRID3
* xyz 0 1
F -0.26 -0.46 1.97
C 0.47 0.07 1.07
F 0.04 1.29 0.98
C 1.47 -0.41 0.36
F 1.98 -1.63 0.46
Cl 2.31 0.75 -0.61
O -1.25 2.56 -0.92
N -2.08 1.87 -0.59
Cl -2.15 0.24 -1.48
*
```

Atom charges from the natural (NBO) analysis, given in e for atoms 1 to 8:
1 F -0.272
2 C 0.650
3 F -0.301
4 C 0.177
5 F -0.280
6 Cl 0.026
7 O -0.150
8 N 0.279

---

No. 4
The molecule C5H6O2, computed with ωB97M-V with the def2-TZVPD basis set.

The value obtained for the gap between HOMO and LUMO is 0.3573 Eh. As for the SMILES: C=C=C(O)CC=O. The calculation puts the highest occupied orbital energy at -9.046 eV. The calculation puts the LUMO energy at 0.0249 Eh.

```
! RIJCOSX wB97M-V def2-TZVPD def2/J DEFGRID3
* xyz 0 1
C -1.96 -0.33 -1.68
C -1.09 -0.29 -0.70
C 0.02 -0.40 -0.02
O 1.14 -0.89 -0.66
C 0.41 0.00 1.37
C 1.36 1.18 1.25
O 2.54 1.12 1.50
H -2.55 -1.22 -1.89
H -2.10 0.52 -2.35
H 0.84 -1.28 -1.50
H 0.94 -0.83 1.84
H -0.46 0.28 1.98
H 0.90 2.12 0.87
*
```

Atom charges from the natural (NBO) analysis, given in e for atoms 1 to 8:
1 C -0.419
2 C -0.052
3 C 0.235
4 O -0.675
5 C -0.547
6 C 0.451
7 O -0.499
8 H 0.211

---

No. 5
A structure of composition C3H7Br3N2O4 at a distorted geometry, computed with ωB97M-V with the def2-TZVPD basis set.

The value obtained for the gap between HOMO and LUMO is 0.3604 Eh. The calculation puts the highest occupied orbital energy at -10.932 eV. The calculation puts the LUMO energy at -0.0414 Eh.

```
! RIJCOSX wB97M-V def2-TZVPD def2/J DEFGRID3
* xyz 0 1
C -4.32 0.53 2.58
N -5.01 0.41 3.91
O -4.21 0.06 4.81
O -6.20 0.32 3.90
H -4.68 1.45 2.11
H -4.67 -0.25 1.91
H -3.25 0.59 2.76
C 4.67 -0.25 -2.43
N 5.35 0.85 -3.18
O 4.78 1.29 -4.16
O 6.45 1.20 -2.74
H 5.16 -0.55 -1.50
H 4.58 -1.03 -3.19
H 3.66 0.08 -2.19
C -0.42 -1.06 -0.44
Br -1.05 -2.14 -2.06
Br -1.87 0.03 0.43
Br 1.03 0.22 -0.83
H -0.01 -1.75 0.29
*
```

Atom charges from the natural (NBO) analysis, given in e for atoms 1 to 8:
1 C -0.499
2 N 0.530
3 O -0.394
4 O -0.340
5 H 0.225
6 H 0.242
7 H 0.236
8 C -0.488

---

No. 6
A cluster of 2 separate species, C2H2O4S in total at a distorted geometry, computed with ωB97M-V with the def2-TZVPD basis set.

The value obtained for the gap between HOMO and LUMO is 0.3276 Eh. The calculation puts the highest occupied orbital energy at -9.986 eV. The calculation puts the LUMO energy at -0.0394 Eh.

```
! RIJCOSX wB97M-V def2-TZVPD def2/J DEFGRID3
* xyz 0 1
C 0.44 -0.74 -0.80
C 0.28 0.77 -0.62
O -0.07 -1.56 -0.07
O 0.36 0.47 1.69
O -0.57 1.26 -1.36
O -1.88 0.07 1.02
S -0.81 -0.39 1.87
H 1.13 -1.10 -1.62
H 1.10 1.21 -0.10
*
```

Atom charges from the natural (NBO) analysis, given in e for atoms 1 to 8:
1 C 0.381
2 C 0.330
3 O -0.530
4 O -0.891
5 O -0.486
6 O -0.831
7 S 1.707
8 H 0.154

---

Number 1: M 153.13 g mol⁻¹. Number 2: M 106.17 g mol⁻¹. Number 3: M 181.93 g mol⁻¹. Number 4: M 98.10 g mol⁻¹. Number 5: M 374.81 g mol⁻¹. Number 6: M 122.10 g mol⁻¹.